(1)
C54H99B5F20N18 | ωB97M-V/def2-TZVPD

Calculated values
electronic energy = -5223.663794 Eh
HOMO-LUMO gap = 5.27 eV
LUMO energy = -6.737 eV
net charge = +4

Structure (XYZ):
```
196
Properties=species:S:1:pos:R:3:lowdin_charge:R:1
C 1.793 6.047 -14.171 -0.066
C 2.418 7.087 -13.230 -0.160
N 1.934 6.945 -11.867 -0.040
C 0.637 7.175 -11.369 0.013
C 0.675 7.156 -9.997 -0.005
N 1.981 6.936 -9.559 -0.060
C 2.695 6.848 -10.754 0.018
C 2.500 6.863 -8.172 0.027
H 2.114 6.256 -15.191 0.087
H 0.776 6.338 -14.434 0.075
H 1.912 4.988 -13.942 0.086
H 2.230 8.100 -13.587 0.141
H 3.499 6.967 -13.305 0.130
H -0.190 7.190 -12.064 0.139
H -0.152 7.281 -9.313 0.142
H 3.766 6.704 -10.733 0.162
H 3.564 6.630 -8.227 0.099
H 1.947 6.095 -7.631 0.102
H 2.480 7.788 -7.596 0.111
C 1.915 -9.315 7.843 -0.073
C 1.985 -8.399 9.099 -0.121
N 1.645 -9.223 10.290 -0.041
C 2.469 -9.317 11.435 0.018
C 1.848 -10.066 12.419 0.009
N 0.586 -10.322 11.937 -0.095
C 0.493 -9.877 10.629 0.028
C -0.377 -11.185 12.605 0.014
H 2.697 -8.882 7.220 0.073
H 1.034 -9.326 7.201 0.074
H 2.313 -10.302 8.077 0.082
H 1.221 -7.630 8.980 0.134
H 3.020 -8.065 9.171 0.132
H 3.365 -8.726 11.555 0.140
H 2.279 -10.440 13.336 0.146
H -0.325 -10.030 9.941 0.163
H -1.315 -10.676 12.823 0.108
H 0.083 -11.556 13.521 0.105
H -0.538 -12.062 11.978 0.104
C -1.060 18.181 0.446 -0.047
C -0.915 17.555 1.833 -0.185
N 0.219 16.734 1.942 -0.073
C 0.246 15.371 1.771 0.017
C 1.562 14.906 1.855 0.041
N 2.382 16.048 1.953 -0.088
C 1.517 17.140 1.971 0.033
C 3.803 16.148 1.888 -0.007
H -1.599 19.127 0.481 0.086
H -1.592 17.579 -0.291 0.087
H -0.088 18.417 0.013 0.077
H -1.864 17.111 2.134 0.143
H -0.704 18.317 2.583 0.133
H -0.678 14.820 1.684 0.145
H 1.958 13.903 1.899 0.139
H 1.919 18.137 2.073 0.169
H 4.230 16.113 2.891 0.109
H 4.159 17.034 1.364 0.109
H 4.206 15.298 1.337 0.112
C -6.336 -8.831 3.383 -0.050
C -7.370 -7.933 2.649 -0.151
N -8.689 -8.603 2.461 -0.044
C -9.177 -8.980 1.173 0.004
C -10.521 -9.288 1.274 0.009
N -10.880 -9.244 2.628 -0.086
C -9.735 -8.799 3.355 0.078
C -12.132 -9.496 3.279 -0.006
H -6.693 -9.652 4.005 0.082
H -5.779 -8.127 4.001 0.081
H -5.653 -9.298 2.674 0.075
H -6.973 -7.564 1.703 0.121
H -7.565 -6.974 3.129 0.126
H -8.524 -9.043 0.315 0.129
H -11.260 -9.590 0.548 0.139
H -9.671 -8.464 4.379 0.165
H -12.175 -8.931 4.211 0.104
H -12.227 -10.523 3.632 0.113
H -12.989 -9.156 2.697 0.113
C 3.655 -2.626 -11.888 -0.043
C 4.078 -3.186 -10.453 -0.126
N 3.074 -2.787 -9.469 -0.054
C 1.696 -2.924 -9.604 0.013
C 1.040 -2.456 -8.411 0.013
N 2.041 -1.849 -7.699 -0.109
C 3.258 -1.990 -8.345 0.053
C 1.813 -1.235 -6.353 0.030
H 4.001 -1.596 -11.973 0.083
H 2.638 -2.864 -12.199 0.067
H 4.228 -3.221 -12.600 0.082
H 5.084 -2.847 -10.206 0.136
H 4.027 -4.268 -10.579 0.124
H 1.340 -3.380 -10.516 0.124
H 0.005 -2.322 -8.134 0.130
H 4.143 -1.692 -7.802 0.169
H 0.771 -0.993 -6.141 0.099
H 2.458 -0.360 -6.274 0.106
H 2.144 -1.928 -5.580 0.103
C 0.895 -1.194 2.230 -0.062
C 1.388 -0.180 3.242 -0.193
N 1.606 1.068 2.635 -0.066
C 2.678 1.293 1.695 0.041
C 2.570 2.599 1.161 0.000
N 1.454 3.139 1.694 -0.107
C 0.833 2.199 2.551 0.074
C 0.966 4.447 1.336 0.010
H 0.550 -2.074 2.773 0.083
H 1.702 -1.539 1.583 0.077
H 0.054 -0.926 1.590 0.084
H 2.325 -0.477 3.715 0.143
H 0.649 0.055 4.008 0.143
H 3.344 0.469 1.485 0.131
H 3.175 3.071 0.401 0.145
H -0.114 2.422 3.021 0.169
H -0.072 4.471 1.005 0.108
H 1.572 4.776 0.492 0.107
H 1.033 5.138 2.177 0.114
C 3.752 4.190 8.427 -0.075
C 5.112 3.983 9.035 -0.144
N 5.912 3.225 8.074 -0.077
C 6.201 3.646 6.787 0.012
C 6.993 2.616 6.177 0.045
N 7.006 1.550 7.107 -0.102
C 6.312 1.929 8.224 0.027
C 7.645 0.211 6.954 0.035
H 3.736 4.555 7.400 0.075
H 3.022 4.778 8.983 0.091
H 3.140 3.291 8.355 0.086
H 5.185 3.583 10.047 0.145
H 5.616 4.947 8.961 0.130
H 6.042 4.686 6.544 0.138
H 7.570 2.537 5.267 0.129
H 6.238 1.357 9.137 0.174
H 8.122 0.176 5.974 0.100
H 6.814 -0.469 7.142 0.106
H 8.442 0.147 7.694 0.105
C 1.205 -8.877 -2.946 -0.046
C 2.408 -8.080 -3.483 -0.146
N 2.901 -8.656 -4.739 -0.048
C 4.148 -9.280 -4.877 0.042
C 4.178 -9.946 -6.113 -0.007
N 2.999 -9.757 -6.695 -0.078
C 2.223 -8.995 -5.862 -0.012
C 2.601 -10.133 -8.090 0.036
H 1.441 -9.657 -2.221 0.091
H 0.519 -9.134 -3.753 0.071
H 0.612 -8.112 -2.446 0.078
H 3.244 -8.031 -2.786 0.134
H 2.163 -7.044 -3.716 0.128
H 4.902 -9.128 -4.119 0.140
H 4.956 -10.424 -6.689 0.150
H 1.244 -8.582 -6.055 0.161
H 3.034 -11.066 -8.449 0.109
H 2.855 -9.402 -8.857 0.099
H 1.516 -10.124 -8.195 0.098
C -11.843 -2.215 -3.864 -0.044
C -11.164 -3.298 -2.913 -0.129
N -10.146 -2.636 -2.083 -0.052
C -10.217 -2.378 -0.701 -0.002
C -9.074 -1.749 -0.213 0.015
N -8.253 -1.492 -1.314 -0.097
C -8.883 -2.096 -2.443 0.073
C -6.904 -1.062 -1.172 -0.009
H -12.606 -2.696 -4.477 0.080
H -11.196 -1.615 -4.505 0.075
H -12.432 -1.486 -3.308 0.080
H -10.626 -4.013 -3.535 0.120
H -11.856 -3.832 -2.262 0.127
H -11.061 -2.755 -0.141 0.132
H -8.813 -1.506 0.806 0.146
H -8.570 -2.077 -3.476 0.153
H -6.510 -1.219 -0.167 0.115
H -6.879 0.016 -1.332 0.114
H -6.348 -1.533 -1.982 0.103
B 7.904 -1.892 -2.296 -1.415
F 8.357 -1.408 -1.094 0.119
F 6.722 -2.604 -2.210 0.083
F 7.742 -0.803 -3.136 0.089
F 8.825 -2.724 -2.856 0.124
B -4.296 11.155 -3.070 -1.415
F -3.122 10.894 -2.438 0.121
F -4.640 12.504 -2.913 0.076
F -4.222 10.835 -4.381 0.134
F -5.300 10.421 -2.447 0.084
B 2.775 -2.095 11.442 -1.428
F 4.043 -2.594 11.629 0.100
F 2.662 -0.875 12.008 0.140
F 2.516 -1.970 10.100 0.103
F 1.925 -2.968 12.118 0.084
B -5.163 0.931 6.047 -1.467
F -5.279 1.802 5.019 0.129
F -4.455 1.556 7.002 0.150
F -6.439 0.681 6.588 0.068
F -4.587 -0.240 5.672 0.120
B 6.553 8.968 0.278 -1.432
F 7.001 7.943 -0.572 0.065
F 5.829 9.767 -0.521 0.142
F 5.985 8.425 1.369 0.142
F 7.609 9.755 0.732 0.084
```

=====

(2)
C54H99ClN18O4RbS | ωB97M-V/def2-TZVPD

Calculated values
electronic energy = -4283.168178 Eh
HOMO-LUMO gap = 7.36 eV
LUMO energy = -13.427 eV
net charge = +7

Structure (XYZ):
```
178
Properties=species:S:1:pos:R:3:lowdin_charge:R:1
Rb 3.632 -11.216 -37.122 0.655
S 6.889 -11.175 -36.298 0.061
O 6.741 -12.469 -36.887 -0.387
O 6.387 -10.183 -37.240 -0.467
O 6.055 -11.179 -35.095 -0.434
O 8.294 -10.877 -35.984 -0.399
C 14.778 -13.895 -38.722 -0.013
C 13.225 -13.570 -38.754 -0.113
N 12.855 -12.784 -37.483 -0.042
C 12.889 -13.280 -36.225 -0.021
C 12.506 -12.241 -35.364 0.012
N 12.626 -11.053 -36.083 -0.075
C 12.754 -11.402 -37.411 0.010
C 12.672 -9.683 -35.596 0.033
H 14.982 -14.490 -39.612 0.097
H 14.996 -14.419 -37.792 0.084
H 15.333 -12.960 -38.793 0.089
H 12.627 -14.481 -38.734 0.101
H 12.846 -13.037 -39.625 0.115
H 12.896 -14.354 -36.110 0.143
H 12.286 -12.216 -34.306 0.136
H 13.097 -10.664 -38.121 0.161
H 13.597 -9.466 -35.062 0.126
H 11.995 -9.745 -34.743 0.084
H 12.306 -8.891 -36.248 0.085
C 9.088 -17.862 -37.366 -0.041
C 10.135 -17.455 -36.314 -0.118
N 9.846 -16.049 -35.984 -0.056
C 9.956 -14.971 -36.856 -0.023
C 9.643 -13.747 -36.180 -0.012
N 9.394 -14.073 -34.846 -0.046
C 9.510 -15.489 -34.731 0.055
C 8.766 -13.184 -33.814 0.024
H 9.242 -18.923 -37.558 0.106
H 9.172 -17.301 -38.297 0.078
H 8.054 -17.838 -37.022 0.049
H 11.112 -17.455 -36.797 0.140
H 10.116 -17.998 -35.369 0.142
H 10.002 -15.160 -37.918 0.116
H 9.560 -12.727 -36.523 0.091
H 9.341 -16.118 -33.869 0.151
H 9.329 -13.171 -32.880 0.094
H 7.698 -13.367 -33.703 0.092
H 8.935 -12.221 -34.297 0.051
C 10.986 -9.914 -25.817 -0.034
C 9.537 -10.487 -25.779 -0.161
N 9.297 -11.352 -26.866 -0.053
C 10.055 -12.426 -27.232 0.029
C 9.591 -12.934 -28.430 0.016
N 8.630 -12.054 -28.845 -0.098
C 8.515 -11.014 -27.959 0.046
C 7.799 -12.206 -30.073 0.000
H 10.865 -8.978 -25.270 0.091
H 11.385 -9.772 -26.821 0.082
H 11.758 -10.424 -25.241 0.091
H 8.819 -9.667 -25.801 0.134
H 9.371 -10.999 -24.831 0.151
H 10.679 -12.879 -26.475 0.163
H 9.760 -13.747 -29.120 0.136
H 7.776 -10.227 -27.981 0.158
H 7.844 -13.240 -30.413 0.082
H 8.099 -11.582 -30.915 0.067
H 6.729 -12.207 -29.866 0.091
C 2.070 -15.259 -40.235 -0.020
C 3.527 -14.741 -40.490 -0.154
N 3.505 -14.378 -41.911 -0.068
C 4.058 -15.072 -42.972 0.021
C 3.975 -14.275 -44.146 -0.006
N 3.409 -13.123 -43.786 -0.102
C 3.043 -13.217 -42.457 -0.002
C 3.074 -12.015 -44.554 0.006
H 2.085 -16.288 -40.596 0.092
H 1.372 -14.698 -40.857 0.091
H 1.728 -15.284 -39.200 0.079
H 4.323 -15.469 -40.334 0.111
H 3.755 -13.838 -39.924 0.098
H 4.535 -16.009 -42.725 0.134
H 4.339 -14.561 -45.122 0.133
H 2.639 -12.425 -41.843 0.085
H 2.158 -11.572 -44.165 0.124
H 2.965 -12.195 -45.624 0.134
H 3.789 -11.253 -44.243 0.101
C 6.715 -6.787 -42.064 -0.014
C 7.317 -7.420 -40.707 -0.161
N 6.734 -6.843 -39.478 -0.010
C 7.070 -5.657 -38.865 -0.012
C 6.416 -5.528 -37.681 0.000
N 5.657 -6.697 -37.542 -0.088
C 5.810 -7.479 -38.626 0.047
C 4.754 -6.917 -36.436 0.027
H 5.742 -7.258 -42.197 0.077
H 7.317 -7.025 -42.941 0.084
H 6.688 -5.706 -41.921 0.084
H 8.384 -7.284 -40.882 0.108
H 7.327 -8.508 -40.763 0.100
H 7.786 -5.034 -39.381 0.154
H 6.466 -4.787 -36.896 0.151
H 5.512 -8.516 -38.617 0.112
H 4.191 -6.047 -36.100 0.127
H 5.480 -6.937 -35.623 0.083
H 4.203 -7.855 -36.509 0.102
C 9.759 -10.817 -40.464 -0.008
C 9.654 -10.686 -38.910 -0.138
N 10.013 -9.319 -38.452 -0.007
C 11.014 -8.485 -38.782 -0.072
C 11.068 -7.346 -38.037 -0.009
N 9.941 -7.391 -37.266 -0.065
C 9.255 -8.550 -37.570 0.040
C 9.541 -6.275 -36.381 0.040
H 9.276 -9.889 -40.771 0.067
H 9.260 -11.676 -40.911 0.061
H 10.802 -10.667 -40.744 0.080
H 10.154 -11.438 -38.300 0.092
H 8.616 -10.726 -38.580 0.099
H 11.821 -8.900 -39.366 0.137
H 11.778 -6.534 -37.982 0.159
H 8.272 -8.820 -37.214 0.116
H 9.909 -6.493 -35.379 0.096
H 8.457 -6.252 -36.274 0.072
H 10.000 -5.353 -36.741 0.122
C 6.684 -13.269 -45.787 -0.030
C 7.986 -12.983 -44.959 -0.108
N 7.587 -12.913 -43.573 -0.064
C 6.748 -11.945 -43.035 0.007
C 6.383 -12.301 -41.719 0.006
N 7.142 -13.446 -41.397 -0.060
C 7.886 -13.706 -42.564 0.000
C 7.339 -14.003 -40.072 -0.016
H 6.896 -12.951 -46.808 0.105
H 5.843 -12.605 -45.585 0.060
H 6.453 -14.322 -45.631 0.081
H 8.269 -11.965 -45.228 0.139
H 8.785 -13.718 -45.059 0.146
H 6.459 -11.196 -43.758 0.139
H 5.634 -11.798 -41.125 0.050
H 8.683 -14.434 -42.604 0.169
H 8.357 -13.907 -39.695 0.085
H 6.932 -15.004 -39.929 0.084
H 6.823 -13.470 -39.274 0.082
C 5.590 -16.558 -37.166 -0.036
C 5.441 -15.226 -36.417 -0.175
N 5.484 -15.391 -35.037 -0.048
C 6.314 -16.240 -34.304 -0.026
C 5.952 -16.289 -32.963 0.088
N 5.025 -15.163 -32.821 -0.066
C 4.684 -14.800 -34.121 0.046
C 4.627 -14.493 -31.603 0.009
H 4.615 -16.888 -37.525 0.095
H 6.015 -17.420 -36.652 0.067
H 6.288 -16.397 -37.987 0.064
H 4.502 -14.792 -36.763 0.144
H 6.432 -14.801 -36.577 0.110
H 6.902 -16.984 -34.822 0.118
H 6.260 -16.860 -32.099 0.143
H 4.043 -13.970 -34.377 0.165
H 4.776 -15.238 -30.821 0.119
H 3.577 -14.204 -31.652 0.112
H 5.107 -13.529 -31.435 0.080
C 8.997 -9.397 -32.868 -0.085
C 8.062 -8.238 -32.799 -0.130
N 6.672 -8.740 -32.440 -0.004
C 6.249 -9.015 -31.149 -0.013
C 4.984 -9.518 -31.246 0.022
N 4.575 -9.456 -32.607 -0.060
C 5.640 -9.020 -33.329 0.027
C 3.377 -10.035 -33.150 0.015
H 9.976 -9.100 -33.244 0.079
H 8.758 -10.225 -33.535 0.052
H 9.150 -9.733 -31.843 0.071
H 8.233 -7.882 -33.815 0.106
H 8.422 -7.429 -32.162 0.144
H 6.896 -8.874 -30.296 0.137
H 4.358 -9.866 -30.438 0.145
H 5.772 -8.972 -34.400 0.129
H 3.236 -11.053 -32.787 0.106
H 3.322 -10.129 -34.234 0.068
H 2.592 -9.313 -32.922 0.126
Cl 3.409 -10.331 -40.383 -0.455
```